[1]
{
  "formula": "C25H43NP2V",
  "method": "the ωB97M-V functional and the def2-TZVPD basis",
  "charge": 1,
  "s_squared": 2.3747,
  "spin_multiplicity": 3,
  "gap_ev": [5.93, 5.33],
  "homo_energy_ev": [-9.35, -8.76],
  "lumo_energy_ev": [-3.421, -3.426],
  "elements": ["V", "C", "C", "C", "C", "C", "C", "H", "H", "H", "C", "H", "H", "H", "C", "H", "H", "H", "C", "H", "H", "H", "C", "H", "H", "H", "C", "C", "C", "C", "C", "C", "C", "C", "H", "H", "H", "H", "H", "H", "H", "H", "H", "H", "H", "H", "P", "P", "C", "C", "H", "H", "H", "H", "C", "H", "H", "H", "C", "H", "H", "H", "C", "H", "H", "H", "C", "H", "H", "H", "N", "C"],
  "xyz": [[-0.72165, 0.65122, 0.15333], [-0.30251, 0.75029, 2.72827], [-1.63119, 0.58388, 2.15348], [-0.75393, -1.51783, 2.65365], [0.22148, -0.54297, 2.98973], [-1.89029, -0.87576, 2.09692], [0.34770, 2.02109, 3.14978], [-0.21413, 2.89003, 2.77990], [1.38905, 2.06816, 2.77976], [0.37446, 2.06012, 4.25326], [1.46757, -0.80837, 3.75505], [2.21709, -0.01393, 3.59979], [1.94032, -1.77037, 3.49974], [1.23722, -0.82375, 4.83579], [-0.61671, -2.95272, 3.00742], [-0.50122, -3.06525, 4.09283], [0.26153, -3.43339, 2.56024], [-1.50020, -3.52055, 2.71401], [-3.22423, -1.51420, 1.91544], [-3.77582, -1.57922, 2.87501], [-3.09712, -2.54055, 1.53229], [-3.83523, -0.92274, 1.21574], [-2.68642, 1.63595, 2.07043], [-3.36294, 1.67850, 2.95138], [-3.32588, 1.43255, 1.19275], [-2.21993, 2.63203, 1.98591], [1.54365, 2.22375, -2.63449], [1.29241, 3.02877, -1.57517], [0.00661, 3.74735, -1.34544], [-1.25424, 3.00648, -1.80998], [-1.27840, 1.49954, -1.54847], [-0.75834, 0.63161, -2.51472], [-0.29644, 1.03876, -3.86932], [0.74730, 2.19195, -3.89250], [0.01067, 4.72579, -1.85562], [-1.40353, 3.17658, -2.88142], [-0.06551, 3.97990, -0.27278], [0.25147, 3.15043, -4.10062], [2.50558, 1.71773, -2.72066], [2.12097, 3.34826, -0.92720], [1.42068, 2.00378, -4.74224], [0.17277, 0.16695, -4.34940], [-0.96771, -0.43786, -2.48396], [-1.12250, 1.32497, -4.54466], [-2.12082, 3.43883, -1.29117], [-2.13139, 1.17317, -0.83999], [2.47088, -0.55016, -0.22036], [-0.54723, -2.19751, -0.71227], [1.98858, -1.14901, -1.84304], [0.82279, -2.22733, -2.02474], [2.91743, -1.59894, -2.20782], [1.79745, -0.30201, -2.51908], [0.33786, -2.11895, -3.03505], [1.27677, -3.24716, -1.97029], [-0.53452, -3.99504, -0.19367], [-1.40324, -4.14540, 0.47460], [0.39701, -4.22129, 0.36151], [-0.62765, -4.66959, -1.07262], [-2.19912, -2.16237, -1.51746], [-2.24520, -2.78071, -2.42455], [-2.49190, -1.13016, -1.75135], [-2.92236, -2.52429, -0.77269], [4.02707, 0.21968, -0.07804], [4.05555, 0.78725, 0.85235], [4.17660, 0.89113, -0.92318], [4.77865, -0.56285, -0.04690], [1.38117, 0.90074, 0.04871], [0.65249, 1.32863, 0.88835], [0.80763, 1.00792, -0.92956], [2.11057, 1.71194, 0.13558], [2.17310, -2.98578, 1.33652], [2.32933, -1.93767, 0.80295]],
  "forces_ev_per_angstrom": [[-1.0, -3.8, 1.8], [-1.0, -1.0, -0.7], [0.4, -1.4, 0.6], [-0.1, 1.1, -0.3], [-0.9, 0.3, -0.5], [1.0, 1.5, 0.9], [0.1, 0.2, 0.2], [0.3, -0.1, 0.2], [-0.3, 0.2, 0.3], [0.1, 0.2, -0.4], [0.6, -0.1, 0.3], [-0.2, -0.2, 0.1], [-0.3, 0.4, 0.2], [0.2, 0.0, -0.3], [0.0, -0.4, 0.1], [-0.1, 0.0, -0.1], [-0.2, 0.1, 0.1], [0.0, -0.1, 0.1], [-0.3, 0.0, -0.2], [0.2, 0.0, -0.4], [-0.3, 0.3, 0.1], [0.0, -0.4, 0.2], [-0.6, 0.4, 0.1], [0.4, -0.1, -0.3], [0.1, 0.4, 0.3], [-0.4, -0.2, -0.2], [0.6, 1.9, 0.4], [0.8, 0.5, -1.9], [-0.2, 0.4, 0.2], [-0.7, -0.3, -0.1], [0.3, 1.7, -0.6], [-1.0, -1.1, 0.4], [0.7, 0.4, -0.9], [-0.7, -0.6, -0.5], [0.1, -0.2, 0.2], [-0.1, 0.1, 0.2], [-0.1, -0.1, -0.2], [0.3, -0.2, 0.2], [0.1, 0.2, 0.3], [-0.4, -0.6, 0.0], [-0.1, 0.2, 0.3], [-0.2, 0.1, 0.1], [-0.2, 0.7, 0.1], [0.0, -0.2, 0.3], [0.2, 0.1, -0.2], [-0.5, 0.1, -0.8], [-3.3, 1.7, -0.3], [0.6, -0.2, 0.4], [-0.1, -1.2, -1.2], [0.0, -0.4, 0.0], [0.0, -0.2, -0.2], [0.0, 0.0, 0.6], [0.8, 0.0, 0.9], [-0.3, 0.8, -0.1], [0.0, 0.2, 0.0], [0.5, 0.0, -0.3], [-0.6, 0.0, -0.4], [0.0, 0.4, 0.5], [-0.1, 0.1, -0.2], [-0.1, 0.1, 0.2], [0.0, -0.4, 0.0], [0.3, -0.1, -0.2], [1.2, -0.5, 0.0], [0.0, -0.1, 0.0], [0.0, 0.0, 0.0], [0.5, 0.1, -0.1], [0.3, 0.6, 0.3], [1.8, -0.6, 0.2], [1.3, 0.1, 0.5], [-0.1, -0.3, -0.2], [1.0, 3.7, -1.9], [-0.6, -4.3, 2.4]]
}



[2]
{
  "formula": "C31H32Cl28N2O2S",
  "method": "the ωB97M-V functional and the def2-TZVPD basis",
  "charge": 0,
  "gap_ev": 8.06,
  "homo_energy_ev": -8.84,
  "lumo_energy_ev": -0.779,
  "elements": ["C", "C", "C", "C", "C", "C", "C", "C", "C", "C", "C", "C", "O", "C", "C", "O", "C", "C", "C", "C", "C", "C", "N", "S", "N", "C", "C", "C", "C", "H", "H", "H", "H", "H", "H", "H", "H", "H", "H", "H", "H", "H", "H", "H", "H", "H", "H", "H", "H", "H", "H", "H", "H", "H", "H", "H", "H", "H", "H", "H", "H", "C", "Cl", "Cl", "Cl", "Cl", "C", "Cl", "Cl", "Cl", "Cl", "C", "Cl", "Cl", "Cl", "Cl", "C", "Cl", "Cl", "Cl", "Cl", "C", "Cl", "Cl", "Cl", "Cl", "C", "Cl", "Cl", "Cl", "Cl", "C", "Cl", "Cl", "Cl", "Cl"],
  "xyz": [[0.15527, 6.94527, 4.95142], [1.23470, 5.80993, 4.74282], [2.17681, 5.89451, 5.96322], [1.94301, 6.18432, 3.38589], [0.41918, 4.47454, 4.57839], [1.09095, 3.14858, 5.03507], [0.95966, 2.87387, 6.57313], [2.57964, 2.97228, 4.53585], [0.32033, 1.94292, 4.37627], [0.86017, 0.63659, 4.53515], [0.24442, -0.46618, 3.94363], [-0.93048, -0.33585, 3.16511], [-1.46512, -1.47525, 2.57734], [-1.15550, -1.47147, 1.17926], [0.29296, -1.84800, 0.83010], [0.47188, -3.26366, 0.64221], [1.59821, -3.41731, -0.21879], [2.22806, -4.82631, -0.12670], [3.18580, -5.00295, -1.33999], [3.31100, -6.27619, -2.05354], [4.13412, -6.40125, -3.14246], [4.89723, -5.27889, -3.61063], [5.74252, -5.16555, -4.65320], [6.26541, -3.63118, -4.66453], [5.50130, -2.95688, -3.35935], [4.79931, -4.00758, -2.90419], [3.91911, -3.91344, -1.75320], [-1.48252, 0.93948, 3.03383], [-0.86409, 2.06272, 3.64042], [-0.60699, 6.94776, 4.15658], [0.72690, 7.89256, 5.00556], [-0.28282, 6.79077, 5.95720], [1.65500, 5.71294, 6.92092], [3.07416, 5.25640, 5.91251], [2.54751, 6.94193, 6.01627], [2.01378, 7.28920, 3.35245], [2.97289, 5.79699, 3.31234], [1.30084, 5.88947, 2.53656], [0.07558, 4.45288, 3.52563], [-0.49998, 4.59266, 5.19673], [1.50996, 3.60002, 7.19055], [1.44283, 1.89174, 6.75918], [-0.09537, 2.73723, 6.87173], [3.14983, 2.43187, 5.31706], [3.06655, 3.92145, 4.27584], [2.60499, 2.34914, 3.62107], [1.77678, 0.46286, 5.11498], [0.65909, -1.47562, 4.06464], [-1.81151, -2.15700, 0.60637], [-1.33836, -0.46751, 0.73789], [1.05338, -1.49526, 1.55469], [0.53852, -1.35547, -0.13617], [2.36602, -2.69985, 0.15066], [1.36375, -3.18536, -1.27836], [2.80143, -4.99523, 0.80200], [1.46638, -5.62727, -0.19918], [2.70366, -7.11935, -1.70430], [4.21284, -7.36465, -3.65782], [3.88481, -2.93747, -1.25926], [-2.39362, 1.08310, 2.43715], [-1.33621, 3.03876, 3.48055], [0.02831, 2.29855, -0.84610], [-1.58781, 2.10119, -1.53352], [1.09808, 1.04261, -1.49198], [0.67094, 3.89304, -1.27570], [-0.07477, 2.15151, 0.91907], [-5.64526, 3.27619, -0.29954], [-6.85367, 1.98522, -0.35190], [-6.38573, 4.75475, 0.32876], [-4.30968, 2.79102, 0.75709], [-5.02949, 3.57090, -1.93220], [-3.74172, 0.55813, -4.57647], [-5.35838, 0.35677, -5.26483], [-2.65428, -0.68165, -5.24409], [-3.11964, 2.16143, -4.99104], [-3.82444, 0.41042, -2.81685], [-5.33751, -3.96309, -2.92910], [-4.30677, -2.71411, -3.64012], [-5.22134, -5.44252, -3.89149], [-4.80309, -4.29645, -1.27325], [-7.01594, -3.40029, -2.90561], [3.22112, -4.85289, -7.66226], [4.49259, -3.89454, -6.88646], [3.42305, -4.79892, -9.42098], [3.32972, -6.53000, -7.10859], [1.63716, -4.19114, -7.22920], [-2.61894, -9.07734, -3.30820], [-3.67361, -9.58817, -4.63499], [-0.96912, -8.86646, -3.91474], [-3.20537, -7.54540, -2.64848], [-2.62761, -10.31159, -2.03962], [-4.51459, 5.29158, -7.67900], [-6.13207, 5.08823, -8.36588], [-3.43574, 4.04995, -8.33147], [-3.89222, 6.89387, -8.09761], [-4.59810, 5.13249, -5.91824]],
  "forces_ev_per_angstrom": [[1.1, -0.5, 0.7], [-0.9, 0.4, -0.7], [0.3, 0.6, -0.1], [-0.1, 0.4, 0.9], [0.2, 0.5, 0.9], [-0.5, -1.1, -0.9], [0.6, -0.5, -0.4], [-0.3, -0.1, 0.1], [0.2, -0.2, 0.2], [-0.6, 0.0, -0.3], [-0.2, -0.1, -0.1], [0.7, 0.5, 0.9], [0.1, 0.6, -0.5], [0.4, 0.0, -1.0], [0.0, -0.1, -0.4], [0.2, 0.4, -0.4], [0.6, -0.4, 1.0], [0.2, -0.5, -1.2], [0.2, 0.5, 0.2], [0.2, 0.9, 0.0], [-0.1, -0.5, 0.0], [0.5, 1.5, 0.2], [-0.1, 0.3, 1.0], [0.5, 0.1, 0.8], [0.2, -2.3, -1.3], [-1.4, -0.1, 1.5], [0.3, -0.4, -0.5], [-0.1, -0.2, 0.4], [-0.1, -0.5, 0.1], [0.3, 0.1, 0.4], [-0.6, -0.2, -0.3], [-0.2, 0.1, -0.6], [0.1, 0.0, -0.5], [-0.5, 0.1, 0.0], [-0.1, -0.5, 0.0], [0.2, -0.5, -0.1], [-0.5, -0.1, -0.2], [0.5, -0.1, 0.3], [0.3, -0.2, 0.5], [0.4, -0.2, -0.4], [-0.5, -0.1, -0.2], [-0.2, 0.5, 0.0], [0.5, 0.5, -0.1], [-0.1, 0.4, -0.5], [-0.1, -0.4, 0.4], [0.0, 0.4, 0.4], [-0.5, 0.2, -0.3], [-0.1, 0.5, 0.0], [0.2, 0.1, 0.8], [0.0, -0.4, 0.4], [-0.5, 0.0, -0.1], [-0.3, -0.1, 0.5], [-0.3, -0.3, -0.5], [-0.1, 0.0, 0.5], [-0.4, 0.3, -0.3], [0.2, 0.5, 0.2], [0.3, 0.3, -0.2], [0.0, 0.5, 0.1], [-0.1, -0.5, -0.1], [0.4, -0.1, 0.3], [0.2, -0.5, 0.2], [0.1, 0.2, 0.1], [0.3, 0.1, 0.1], [0.0, 0.1, 0.0], [0.0, -0.1, 0.0], [0.2, 0.1, -0.7], [0.0, 0.0, 0.0], [0.1, 0.1, 0.0], [0.0, -0.1, 0.0], [-0.1, 0.0, 0.0], [0.0, 0.1, 0.1], [0.0, 0.1, -0.1], [0.1, 0.0, 0.0], [0.0, 0.3, 0.0], [0.0, -0.1, 0.0], [-0.1, -0.1, -0.2], [0.0, 0.0, 0.0], [-0.2, -0.5, 0.1], [-0.2, 0.3, 0.0], [0.0, 0.0, -0.1], [0.1, 0.0, 0.0], [0.0, 0.1, -0.1], [-0.8, 0.0, -0.8], [0.0, 0.0, 0.1], [0.0, 0.1, 0.0], [0.1, 0.0, 0.0], [0.0, 0.0, 0.1], [0.1, 0.0, 0.1], [-0.1, 0.0, 0.0], [0.2, -0.3, 0.0], [0.0, 0.1, -0.1], [0.0, 0.0, 0.0], [0.1, 0.0, 0.0], [-0.1, 0.1, 0.0], [0.0, -0.1, 0.0], [0.0, 0.1, -0.1]]
}



[3]
{
  "formula": "C14H16F3N3O3S2",
  "method": "the ωB97M-V functional and the def2-TZVPD basis",
  "charge": 0,
  "gap_ev": 6.79,
  "homo_energy_ev": -7.45,
  "lumo_energy_ev": -0.663,
  "elements": ["C", "N", "C", "C", "N", "C", "C", "C", "H", "H", "H", "H", "H", "H", "H", "H", "H", "H", "H", "H", "F", "C", "F", "F", "S", "N", "C", "O", "C", "C", "C", "C", "C", "C", "S", "O", "O", "H", "H", "H", "H"],
  "xyz": [[2.43532, -3.52631, 2.66046], [1.85794, -3.43871, 1.34085], [1.31477, -4.61056, 0.68825], [0.80879, -4.08268, -0.61494], [1.24161, -2.68415, -0.61452], [0.83639, -1.84119, -1.73391], [1.85436, -2.37926, 0.53246], [2.63735, -1.12793, 0.95463], [2.29506, -2.59948, 3.22748], [1.95856, -4.36627, 3.17515], [3.51357, -3.72190, 2.59797], [2.12606, -5.31898, 0.53505], [0.56716, -5.07630, 1.32005], [1.29686, -4.56848, -1.45104], [-0.26933, -4.14374, -0.73343], [1.53909, -1.02106, -1.91719], [0.83873, -2.48484, -2.62384], [-0.16326, -1.39154, -1.61915], [3.12692, -0.62919, 0.10231], [3.37781, -1.33391, 1.75134], [2.75957, 1.40076, 3.03254], [1.94338, 1.30519, 1.93496], [0.92346, 2.16469, 2.09988], [2.64234, 1.70823, 0.84330], [1.22494, -0.40308, 1.73527], [-1.07916, 1.80258, 0.17779], [-2.02866, 2.52974, 0.82202], [-2.21065, 2.63039, 2.04255], [-2.78936, 3.26601, -0.23997], [-2.29940, 3.00568, -1.50081], [-2.79203, 3.65279, -2.62420], [-3.75632, 4.64157, -2.43648], [-4.24332, 4.92784, -1.16588], [-3.76834, 4.23413, -0.06104], [-0.97285, 1.80643, -1.40129], [0.26373, 2.34960, -1.89740], [-1.42010, 0.54172, -1.96669], [-2.38806, 3.39832, -3.59263], [-4.11847, 5.20857, -3.29603], [-4.98940, 5.71294, -1.04111], [-4.09506, 4.46239, 0.95724]],
  "forces_ev_per_angstrom": [[0.6, 0.0, 0.3], [-0.1, 0.7, 0.1], [0.3, -0.6, 0.7], [-0.3, 0.4, -0.6], [0.4, 1.0, 0.6], [0.1, 0.4, -0.5], [1.5, -1.3, -0.7], [-0.3, -1.4, -0.3], [-0.2, -0.3, -0.1], [0.1, 0.3, 0.0], [-0.1, -0.1, 0.1], [0.1, -0.2, 0.1], [-0.2, -0.1, 0.0], [-0.1, -0.2, -0.3], [-0.1, 0.0, 0.0], [-0.1, -0.2, 0.2], [0.0, 0.2, 0.2], [0.3, -0.2, 0.2], [-0.7, 0.1, 0.3], [-0.1, -0.4, -0.8], [-0.5, -0.3, -1.1], [-1.1, 1.3, 0.1], [1.2, -0.9, 0.2], [-0.3, -0.7, 1.0], [-0.4, 2.8, 0.4], [1.4, -1.4, 1.3], [0.7, -0.3, -0.2], [0.1, -0.2, -1.4], [-0.5, 0.8, 0.1], [-0.3, 0.2, -1.4], [0.1, 0.0, 0.5], [0.0, 0.0, -0.5], [-0.2, 0.1, 0.0], [0.1, -0.1, 0.4], [-2.2, 0.9, 1.8], [0.3, -0.2, -0.2], [0.5, 0.0, -0.2], [-0.1, 0.2, -0.2], [0.0, -0.2, 0.2], [0.2, -0.2, 0.0], [0.0, -0.1, -0.4]]
}